# 1
Here is a molecular structure, C24H27N3O3 from the Open Molecules 2025 dataset. Energies are from the ωB97M-V functional and the def2-TZVPD basis.

Positions of all 57 atoms, in Å:
O: -1.365 -3.586 0.340
O: -1.153 -3.121 -1.524
O: 4.935 1.941 -0.481
N: 2.548 -2.755 1.420
N: -2.343 1.325 -0.174
N: 0.222 0.086 -0.872
C: -0.938 0.084 -1.733
C: 6.589 3.477 -0.848
C: -0.777 -2.952 -0.486
C: 0.873 -0.854 -0.405
C: -3.932 2.304 1.513
C: -5.034 2.920 1.606
C: -2.037 -5.648 -0.078
C: -4.688 1.776 -0.720
C: -2.362 -4.237 0.172
C: 6.194 2.237 -0.095
C: 4.891 0.022 1.202
C: -2.188 -0.017 -0.898
C: 1.186 -2.940 0.990
C: 2.867 -1.351 1.001
C: 2.242 -0.629 0.091
C: 0.006 1.594 -0.140
C: -3.626 1.727 0.001
C: 2.987 0.786 -0.323
C: 4.262 0.876 -0.126
C: 0.484 -2.169 -0.185
C: -5.815 2.194 -0.508
C: -6.159 2.812 0.780
C: 4.260 -1.108 1.357
C: -1.212 1.256 0.551
H: -0.962 -1.050 -2.134
H: 7.504 3.969 -0.708
H: 6.391 2.569 0.847
H: 6.387 3.556 -2.060
H: 0.803 1.635 0.413
H: 4.734 -1.995 2.012
H: -1.151 0.707 1.473
H: -6.668 2.447 -1.159
H: 5.786 0.283 1.209
H: -5.453 3.295 2.815
H: -2.849 -6.328 -0.229
H: -1.426 -5.550 -0.847
H: 5.649 4.488 -0.543
H: -0.963 0.709 -2.351
H: 0.022 2.078 -0.917
H: 0.868 -4.044 1.035
H: -2.255 -0.748 -0.199
H: 6.818 1.581 -0.484
H: -3.087 -4.238 1.042
H: -7.092 3.412 0.975
H: 2.553 1.160 -0.979
H: -3.115 -0.370 -1.549
H: -2.893 -3.692 -0.697
H: -1.543 -6.138 0.591
H: -1.338 2.396 1.005
H: -3.214 2.206 2.093
H: -4.422 1.614 -2.084

## Properties
Spin multiplicity: 1
Frontier orbital gap (Eh): 0.30252
Highest occupied orbital energy (eV): -7.8
E_LUMO (Ha): 0.0157

# 2
Here is a molecular structure, C30H29Cl2FeN6O4S from the Open Molecules 2025 dataset. Energies are from the ωB97M-V functional and the def2-TZVPD basis.

Positions of all 73 atoms, in Å:
Fe: 0.482 0.043 -1.498
Cl: 0.394 -2.147 -3.481
Cl: -2.453 -2.729 -3.114
S: 2.540 -0.555 -0.090
O: 0.946 0.848 -3.302
O: 0.013 -3.071 -0.039
O: -4.543 4.313 -4.473
O: -0.691 -0.963 -0.278
N: 0.445 -3.346 2.689
N: 1.187 1.868 -0.737
N: 1.240 1.744 0.635
N: -1.647 1.043 -2.056
N: -4.448 5.260 -2.437
N: 1.800 0.321 2.319
C: 2.805 -3.024 3.048
C: 3.049 -3.690 1.721
C: -2.884 2.192 -3.737
C: 1.814 0.607 0.980
C: 0.948 3.007 -1.251
C: 0.748 3.182 -2.677
C: 0.498 4.484 -3.138
C: 2.299 -1.699 5.451
C: -2.854 3.023 -1.511
C: 3.599 -1.845 5.004
C: -3.281 3.152 -2.825
C: 1.239 -2.192 4.704
C: 0.339 3.729 -5.392
C: -0.796 -3.366 -3.010
C: -2.907 -2.371 3.945
C: -1.642 -2.937 3.893
C: 1.479 -2.861 3.502
C: -0.602 -2.066 0.341
C: -4.143 4.271 -3.326
C: -1.377 -2.138 1.635
C: 3.856 -2.492 3.795
C: -3.409 -1.673 2.856
C: 5.276 -2.574 3.295
C: -2.059 1.161 -3.313
C: -2.046 1.951 -1.173
C: 0.285 4.778 -4.468
C: 0.580 2.441 -4.975
C: -2.638 -1.561 1.708
C: 0.778 2.098 -3.609
C: -0.855 -2.811 2.749
H: -0.718 -4.202 -3.691
H: -1.669 1.823 -0.162
H: 1.120 0.818 2.869
H: 4.083 -4.015 1.618
H: -0.593 -3.622 -1.976
H: 2.096 -1.173 6.376
H: 4.423 -1.432 5.574
H: -1.256 -3.493 4.738
H: 5.622 -3.609 3.222
H: 5.372 -2.127 2.303
H: 0.894 3.887 -0.603
H: -4.267 5.165 -1.456
H: 2.824 -2.997 0.902
H: -4.395 -1.228 2.896
H: 2.026 -0.621 2.597
H: 0.090 5.794 -4.786
H: 0.475 5.282 -2.400
H: 0.227 -2.025 5.044
H: -3.504 -2.481 4.843
H: 0.715 -3.443 1.714
H: 2.414 -4.568 1.590
H: -5.109 5.955 -2.739
H: -3.108 3.736 -0.738
H: -3.190 2.275 -4.770
H: 5.949 -2.044 3.970
H: 0.179 3.923 -6.447
H: 0.612 1.622 -5.685
H: -1.681 0.417 -4.004
H: -2.999 -1.022 0.841

## Properties
Spin multiplicity: 5
Frontier orbital gap (alpha / beta) (Eh): 0.24508 / 0.24816
Highest occupied orbital energy (alpha / beta) (eV): -4.5 / -4.5
E_LUMO (alpha / beta) (Ha): 0.0814 / 0.0810
Total charge: -1

# 3
Here is 9 unconnected molecules or ions with the total composition C23H67N5O11 from the Open Molecules 2025 dataset. Energies are from the ωB97M-V functional and the def2-TZVPD basis.

Positions of all 106 atoms, in Å:
O: 2.096 -2.701 -1.648
O: 0.825 -0.419 -0.490
O: -2.751 -3.395 -0.015
O: 1.546 2.452 5.808
O: 2.360 -4.326 4.228
O: 1.843 4.928 1.585
O: -3.485 0.552 -5.161
O: 0.772 0.920 -4.621
O: -0.401 -2.271 -0.508
O: -3.169 0.546 3.547
O: -1.141 -0.449 0.440
N: -0.481 1.241 3.950
N: 1.063 3.322 -7.516
N: 1.357 -4.234 0.663
N: -1.954 -2.362 -3.427
N: 1.157 1.236 1.631
C: 2.484 1.246 -6.951
C: -3.589 -0.552 -4.328
C: -2.319 -1.496 -4.626
C: 1.293 2.592 1.092
C: 0.116 0.828 -3.317
C: 1.612 1.158 5.213
C: 1.092 1.983 -6.847
C: -4.802 1.178 -5.187
C: 2.614 -2.595 1.727
C: 2.273 -4.039 1.813
C: 2.864 3.011 5.789
C: -0.148 -1.095 -0.143
C: -3.337 -2.888 1.158
C: 1.712 3.595 2.308
C: -2.613 -2.305 -5.941
C: 0.217 0.503 5.110
C: 0.750 2.155 -5.322
C: -0.115 3.107 0.599
C: 0.259 -0.991 4.722
C: 1.683 -4.617 5.408
C: -3.472 1.179 2.342
C: 2.042 5.992 2.435
C: 1.516 -4.354 3.140
H: -0.836 0.462 0.633
H: -4.108 -2.080 0.768
H: 0.734 -1.244 3.860
H: 1.883 -3.216 -2.492
H: -3.438 -2.897 -5.700
H: 0.810 -5.070 0.686
H: 3.601 2.501 6.409
H: -0.139 3.485 -7.684
H: -2.836 -2.822 -3.196
H: -0.418 0.762 5.997
H: 2.365 -4.377 6.243
H: -0.523 2.440 -0.181
H: 0.390 1.347 -7.158
H: 1.944 -3.267 -0.840
H: -5.417 0.685 -5.712
H: 0.121 1.414 3.095
H: 3.065 3.100 4.774
H: -0.894 3.019 1.524
H: 3.039 5.996 2.908
H: -4.811 2.153 -5.683
H: 3.268 -4.696 1.707
H: 0.028 -0.253 -3.184
H: 0.889 -4.066 5.752
H: 2.950 4.017 6.327
H: -1.819 -3.283 -0.183
H: -2.641 -1.713 -6.721
H: 0.965 0.552 0.790
H: 2.551 1.154 -8.250
H: 3.269 1.773 -6.487
H: 1.077 -5.414 3.122
H: -0.672 1.988 4.239
H: -3.746 0.321 1.595
H: -0.915 0.970 -3.253
H: -0.033 4.137 0.095
H: 1.052 6.091 3.167
H: 2.056 0.957 2.005
H: 2.168 0.618 5.801
H: 1.640 -5.652 5.412
H: 2.388 0.228 -6.428
H: -0.741 -1.335 4.544
H: -1.818 -1.737 -2.643
H: 1.058 3.573 3.181
H: -0.090 2.677 -5.201
H: 2.003 1.232 4.192
H: 1.282 3.975 -6.863
H: 0.668 -1.581 5.609
H: 0.472 -3.731 3.399
H: -4.638 -1.145 -4.573
H: 2.036 6.854 1.834
H: 1.403 -2.008 -1.323
H: -4.132 1.650 2.791
H: -1.681 -0.904 -4.878
H: -5.471 1.482 -4.125
H: 2.585 2.983 2.783
H: -1.687 -2.904 -6.206
H: 1.601 2.673 -4.768
H: -3.925 -3.634 1.584
H: 1.865 -1.897 1.929
H: -3.633 -0.600 -3.313
H: -2.519 1.650 2.192
H: 0.645 1.272 -2.432
H: 2.031 2.506 0.262
H: 3.403 -2.434 2.472
H: -2.583 -2.185 1.866
H: 2.801 -2.178 0.711
H: -2.275 0.722 3.724
H: 0.520 -3.720 0.786

## Properties
Spin multiplicity: 1
Frontier orbital gap (Eh): 0.32364
Highest occupied orbital energy (eV): -8.9
E_LUMO (Ha): -0.0042

# 4
Here is 2 unconnected molecules or ions with the total composition C2ClNO2 from the Open Molecules 2025 dataset. Energies are from the ωB97M-V functional and the def2-TZVPD basis.

Positions of all 6 atoms, in Å:
Cl: -1.654 -2.174 -1.320
O: 2.104 0.344 0.904
O: -0.233 1.193 0.190
N: -1.188 -0.927 -0.291
C: 1.726 1.372 0.695
C: -0.756 0.192 -0.179

## Properties
Spin multiplicity: 1
Frontier orbital gap (Eh): 0.37553
Highest occupied orbital energy (eV): -10.6
E_LUMO (Ha): -0.0154

# 5
Here is a molecular structure, C36H34BrF3N8O2Re from the Open Molecules 2025 dataset. Energies are from the ωB97M-V functional and the def2-TZVPD basis.

Positions of all 85 atoms, in Å:
Re: 0.410 0.004 0.086
Br: 6.392 4.366 1.545
F: -4.863 -4.410 -1.713
F: -5.606 -2.600 -2.642
F: -4.191 -3.856 -3.698
O: 0.026 -1.200 1.723
O: 1.922 0.369 1.271
N: -0.787 3.048 -2.797
N: -3.750 1.805 1.081
N: 0.014 1.153 -1.512
N: -2.662 4.532 -2.149
N: -1.398 -1.014 -0.764
N: 2.289 0.177 -1.208
N: 1.038 -2.023 -0.948
N: 1.466 -2.519 2.958
C: 5.020 3.087 1.437
C: 1.441 -2.757 -3.230
C: 2.596 -0.238 -3.655
C: -2.264 -1.700 0.007
C: -1.516 -1.136 -2.096
C: -3.396 -2.582 -1.889
C: -3.427 1.837 -0.373
C: -1.377 2.052 1.903
C: 0.893 -4.015 -2.902
C: -2.494 -1.914 -2.692
C: 2.935 1.233 1.310
C: 0.474 -4.253 -1.620
C: 1.537 -1.815 -2.196
C: 1.587 -3.279 4.215
C: 0.329 -1.919 2.706
C: 3.356 1.729 2.543
C: 2.450 -1.157 -4.723
C: -1.367 3.181 2.732
C: -0.398 2.084 -2.101
C: 4.651 2.566 0.220
C: 3.600 1.637 0.154
C: 2.653 -2.477 2.107
C: 0.560 2.891 0.816
C: 2.162 -0.575 -2.405
C: 1.907 -2.394 -4.520
C: -0.406 4.164 2.606
C: -4.208 3.164 1.514
C: -1.787 3.846 -2.460
C: -4.530 -3.383 -2.499
C: 0.538 -3.212 -0.679
C: -0.319 1.812 0.998
C: -2.621 1.226 1.948
C: 4.377 2.656 2.604
C: -3.278 -2.477 -0.512
C: 0.529 4.038 1.592
C: 3.271 0.998 -1.081
H: -0.410 5.027 3.257
H: -3.954 -3.001 0.150
H: -2.457 0.222 1.574
H: -3.144 0.839 -0.697
H: -4.506 3.125 2.558
H: 0.701 -3.887 4.380
H: 2.499 -1.805 1.275
H: 0.143 -3.357 0.319
H: 2.866 -3.484 1.748
H: 1.256 4.821 1.419
H: 1.316 2.831 0.046
H: 3.054 0.725 -3.841
H: -5.051 3.446 0.888
H: 0.811 -4.779 -3.666
H: 2.846 1.399 3.439
H: -3.393 3.866 1.373
H: -0.809 -0.582 -2.692
H: 3.498 -2.123 2.697
H: -3.050 1.173 2.949
H: -4.297 2.192 -0.917
H: -2.110 -1.641 1.072
H: -2.537 -1.990 -3.770
H: 5.166 2.863 -0.685
H: -2.142 3.292 3.483
H: 0.078 -5.215 -1.326
H: 2.792 -0.871 -5.708
H: 4.686 3.055 3.560
H: -2.603 2.528 -0.511
H: 1.735 -2.606 5.058
H: 2.448 -3.935 4.134
H: -4.544 1.178 1.211
H: -0.446 -2.103 3.455
H: 3.954 1.148 -1.916
H: 1.825 -3.104 -5.332

## Properties
Spin multiplicity: 2
Frontier orbital gap (alpha / beta) (Eh): 0.25087 / 0.23082
Highest occupied orbital energy (alpha / beta) (eV): -12.7 / -12.8
E_LUMO (alpha / beta) (Ha): -0.2174 / -0.2391
Total charge: +2

# 6
Here is a molecular structure, C48H53N5O2P2Sb2Ti from the Open Molecules 2025 dataset. Energies are from the ωB97M-V functional and the def2-TZVPD basis.

Positions of all 113 atoms, in Å:
Sb: -1.591 -1.656 0.053
Sb: -1.667 1.972 -0.281
Ti: 0.564 0.158 -0.025
P: 1.378 0.046 3.076
P: 3.491 -0.050 0.886
O: 0.438 0.161 1.832
O: 2.382 -0.505 -0.093
N: -2.279 -3.836 -4.693
N: 0.645 0.144 -2.085
N: 0.507 -0.644 -4.127
N: -1.064 -3.460 -4.638
N: -0.961 -2.230 -5.231
C: 3.005 3.871 0.036
C: 2.929 2.488 -0.007
C: -3.994 -0.611 -6.588
C: -3.218 -1.096 1.389
C: 7.439 -1.992 -0.171
C: -6.473 -0.919 -0.517
C: -3.494 1.853 0.878
C: 2.293 1.772 4.988
C: -2.185 -1.812 -5.680
C: 7.413 -0.628 0.083
C: 1.129 4.016 3.815
C: 1.595 1.661 3.783
C: -1.479 -3.753 0.401
C: 0.800 -2.779 5.927
C: -5.588 1.304 -0.359
C: 5.047 -0.761 0.457
C: 0.668 -1.038 4.278
C: 2.416 3.011 5.593
C: 2.972 -0.653 2.534
C: 1.836 4.130 5.006
C: 0.293 -1.559 -5.273
C: 5.069 -2.136 0.191
C: 0.944 -2.360 -2.358
C: -2.604 2.291 -2.169
C: 3.720 4.489 1.052
C: -4.381 -0.522 0.645
C: 0.679 -0.974 -2.835
C: 4.299 2.349 1.983
C: 1.407 -2.022 4.935
C: -4.857 -1.678 -6.261
C: -1.235 4.024 0.152
C: -0.671 -0.803 4.619
C: 1.002 2.779 3.199
C: -2.547 -1.685 -1.853
C: -3.028 -2.857 -5.333
C: 0.481 1.209 -2.972
C: -6.573 0.435 -0.804
C: 0.399 0.731 -4.225
C: -5.382 -1.385 0.199
C: -0.529 -2.550 6.260
C: 3.569 1.724 0.969
C: 6.217 -0.002 0.400
C: -2.646 -0.651 -6.306
C: 4.365 3.732 2.026
C: -1.267 -1.567 5.606
C: 6.269 -2.746 -0.123
C: -4.393 -2.811 -5.632
C: -4.489 0.849 0.370
H: -1.869 4.645 -0.479
H: 6.198 1.066 0.580
H: 2.722 0.892 5.462
H: -1.955 2.895 -2.801
H: 4.926 4.222 2.812
H: -2.300 -1.391 5.878
H: -2.793 -0.419 2.124
H: 2.438 2.007 -0.843
H: -3.525 2.839 -1.974
H: 2.538 4.471 -0.735
H: 2.871 -1.737 2.456
H: 4.812 1.763 2.740
H: 2.447 -2.204 4.689
H: 2.948 3.105 6.532
H: 1.064 -2.381 -1.286
H: -5.690 2.367 -0.555
H: -7.246 -1.608 -0.838
H: -1.214 -3.959 1.435
H: 6.299 -3.809 -0.331
H: 1.086 -2.295 -5.305
H: 8.326 -0.048 0.031
H: -3.888 2.864 0.791
H: -5.306 -2.445 0.429
H: -3.214 1.684 1.918
H: -1.460 4.232 1.199
H: -2.464 -4.165 0.183
H: 0.670 4.892 3.370
H: -0.745 -4.201 -0.265
H: 1.924 5.097 5.487
H: -2.841 1.355 -2.671
H: -2.107 -0.949 -2.524
H: 8.377 -2.475 -0.413
H: -0.189 4.255 -0.042
H: -3.609 -1.478 -1.726
H: -2.422 -2.685 -2.274
H: -1.229 -0.018 4.120
H: 0.283 1.239 -5.169
H: -4.406 0.261 -7.081
H: -7.425 0.818 -1.351
H: 1.365 -3.547 6.440
H: -0.993 -3.137 7.045
H: -1.988 0.165 -6.584
H: -5.904 -1.606 -6.531
H: 0.455 2.233 -2.644
H: 0.327 -0.945 -6.167
H: 3.738 -0.423 3.281
H: -3.486 -2.025 1.888
H: 0.163 -3.049 -2.667
H: 0.444 2.683 2.280
H: 4.153 -2.718 0.220
H: 3.793 5.570 1.075
H: -5.043 -3.643 -5.386
H: 1.872 -2.726 -2.806

## Properties
Spin multiplicity: 2
Frontier orbital gap (alpha / beta) (Eh): 0.26051 / 0.25793
Highest occupied orbital energy (alpha / beta) (eV): -14.9 / -14.9
E_LUMO (alpha / beta) (Ha): -0.2862 / -0.2888
Total charge: +3

Respective DFT total energy values: -1319.838549; -4372.611498; -2017.291652; -741.551008; -4932.153921; -4297.136860 hartree.
Respective ΔE to the lowest compared entry with this formula, charge and spin values: 609.4; 0.0; 59.5; 52.7; 32.1; 4.2 kcal/mol.
Respective max |F| values: 0.3546; 0.0165; 0.3110; 0.0698; 0.0482; 0.0267 Eh/bohr.